(1)
Density functional theory data (the ωB97M-V functional and the def2-TZVPD basis) for a molecular structure, C7H18ClHoIO2PS in a non-equilibrium geometry.

Output
LUMO level (alpha / beta) (eV): -8.24 / -8.08
HOMO (alpha / beta) (eV): -15.060 / -15.060
Relative energy (zero: lowest compared OMol25 entry of this formula, charge and spin) (kcal per mole): 24.16
Kohn-Sham gap (alpha / beta) (eV): 6.8 / 7.0

```
! RIJCOSX wB97M-V def2-TZVPD def2/J DEFGRID3
* xyz 2 5
C 2.90 -1.73 0.24
I 3.38 0.93 0.37
H 2.04 -1.70 0.92
H 3.83 -1.62 0.81
H 2.91 -2.73 -0.20
Ho -1.59 0.45 0.49
P -0.94 1.13 -2.05
C 0.64 1.96 -2.38
C -0.82 -0.41 -3.02
H -3.14 1.95 -2.64
H -2.10 1.73 -4.09
H -1.87 3.15 -3.01
C -2.13 2.09 -3.05
H -1.46 -1.18 -2.56
H -1.18 -0.20 -4.04
H 0.48 2.76 -3.11
H 1.38 1.23 -2.75
H 0.22 -0.75 -3.04
H 1.03 2.38 -1.44
C 2.77 -0.71 -0.81
O 2.45 -0.76 -1.97
Cl -3.21 -1.34 0.20
C 0.12 0.44 4.22
S 0.22 -1.00 3.12
C -1.31 -1.83 3.60
O -0.16 -0.35 1.75
H 0.72 0.19 5.11
H -0.92 0.61 4.52
H 0.53 1.31 3.72
H -1.77 -1.30 4.44
H -2.00 -1.89 2.74
H -1.00 -2.83 3.92
*
```

---

(2)
Density functional theory data (the ωB97M-V functional and the def2-TZVPD basis) for a single C7H18ClPSi molecule in a non-equilibrium geometry.

Output
LUMO level (eV): 0.42
HOMO (eV): -6.028
Relative energy (zero: lowest compared OMol25 entry of this formula, charge and spin) (kcal per mole): 0.00
Kohn-Sham gap (eV): 6.4

```
! RIJCOSX wB97M-V def2-TZVPD def2/J DEFGRID3
* xyz 0 1
C -3.00 0.39 1.50
C -2.45 1.17 -0.82
C -3.85 -1.03 -0.40
C 3.15 -1.72 0.84
C 3.08 -0.20 -1.96
C 3.17 1.61 0.62
C -2.76 -0.04 0.10
Si 2.66 -0.09 -0.07
P -1.29 -1.29 0.12
Cl 0.50 0.08 0.28
H -4.05 0.32 1.82
H -2.39 -0.36 2.22
H -2.63 1.46 1.68
H -1.71 1.76 -0.25
H -3.49 1.78 -0.93
H -1.97 1.04 -1.80
H -4.89 -0.61 -0.53
H -3.55 -1.51 -1.30
H -3.98 -1.72 0.34
H 3.16 -1.47 1.96
H 2.48 -2.55 0.54
H 4.08 -2.26 0.52
H 3.05 0.89 -2.37
H 4.18 -0.53 -1.91
H 2.36 -0.76 -2.57
H 3.03 1.53 1.74
H 4.24 1.56 0.47
H 2.87 2.56 0.17
*
```

---

(3)
Density functional theory data (the ωB97M-V functional and the def2-TZVPD basis) for 2 unconnected molecules or ions with the total composition C7H18N in a non-equilibrium geometry.

Output
LUMO level (eV): -5.00
HOMO (eV): -15.092
Relative energy (zero: lowest compared OMol25 entry of this formula, charge and spin) (kcal per mole): 27.74
Kohn-Sham gap (eV): 10.1

```
! RIJCOSX wB97M-V def2-TZVPD def2/J DEFGRID3
* xyz 1 1
C -2.21 -1.89 -1.55
C -1.54 -2.34 -0.26
C 0.85 -1.79 0.24
N -0.39 -1.44 0.01
H -2.27 -0.79 -1.52
H -1.72 -2.20 -2.45
H -3.20 -2.37 -1.64
H -2.27 -2.27 0.56
H -1.09 -3.38 -0.28
H 1.60 -1.03 0.35
H 1.20 -2.86 0.24
H -0.54 -0.40 -0.05
C -0.88 2.35 -0.23
C 0.15 1.80 0.81
C 1.43 1.36 0.15
C 2.53 0.95 1.14
H -0.39 3.09 -0.88
H -1.78 2.73 0.20
H -1.18 1.54 -0.91
H -0.28 0.96 1.44
H 0.43 2.62 1.50
H 1.83 2.18 -0.46
H 1.24 0.52 -0.58
H 2.83 1.83 1.71
H 3.45 0.59 0.58
H 2.19 0.23 1.89
*
```

---

(4)
Density functional theory data (the ωB97M-V functional and the def2-TZVPD basis) for a single C7H18N2O molecule.

Output
LUMO level (eV): 0.74
SMILES string: CCC(C)(C)[C@](C)(O)NN
HOMO (eV): -9.270
Relative energy (zero: lowest compared OMol25 entry of this formula, charge and spin) (kcal per mole): 25.40
Kohn-Sham gap (eV): 10.0

```
! RIJCOSX wB97M-V def2-TZVPD def2/J DEFGRID3
* xyz 0 1
C 0.71 -0.89 2.74
C -0.14 -0.19 1.69
C 0.42 -0.20 0.25
C 0.90 -1.62 -0.10
C 1.61 0.76 0.14
C -0.71 0.26 -0.73
C -1.25 1.66 -0.41
O -1.83 -0.61 -0.66
N -0.16 0.30 -2.09
N -1.07 0.66 -3.11
H 0.28 -0.71 3.72
H 1.73 -0.51 2.74
H 0.73 -1.97 2.59
H -1.14 -0.65 1.67
H -0.26 0.85 2.01
H 1.73 -1.89 0.55
H 0.11 -2.35 0.05
H 1.27 -1.67 -1.12
H 1.89 0.88 -0.91
H 1.37 1.73 0.55
H 2.47 0.36 0.68
H -0.50 2.41 -0.60
H -2.12 1.85 -1.03
H -1.58 1.71 0.62
H -1.54 -1.51 -0.83
H 0.21 -0.61 -2.35
H -2.00 0.29 -2.92
H -1.14 1.67 -3.14
*
```

---

(5)
Density functional theory data (the ωB97M-V functional and the def2-TZVPD basis) for a single C7H18N2O molecule in a non-equilibrium geometry.

Output
LUMO level (eV): 0.78
SMILES string: C[C@H](N)C(C)(C)[C@](C)(N)O
HOMO (eV): -8.911
Relative energy (zero: lowest compared OMol25 entry of this formula, charge and spin) (kcal per mole): 16.42
Kohn-Sham gap (eV): 9.7

```
! RIJCOSX wB97M-V def2-TZVPD def2/J DEFGRID3
* xyz 0 1
C -2.20 -0.26 -1.64
C -0.63 -0.30 -1.30
N -0.18 -1.66 -1.58
C -0.30 0.27 0.11
C -1.07 -0.46 1.23
C -0.75 1.76 0.14
C 1.35 0.19 0.37
C 1.79 -1.04 1.17
N 1.92 1.32 1.09
O 2.06 0.18 -0.85
H -2.61 -1.27 -1.73
H -2.33 0.23 -2.61
H -2.82 0.27 -0.92
H -0.16 0.35 -2.05
H 0.83 -1.67 -1.67
H -0.43 -2.30 -0.83
H -0.89 -1.54 1.21
H -2.15 -0.33 1.14
H -0.79 -0.08 2.22
H -1.82 1.87 0.00
H -0.25 2.34 -0.64
H -0.54 2.21 1.11
H 2.88 -1.11 1.23
H 1.46 -1.97 0.70
H 1.42 -1.02 2.20
H 1.40 1.48 1.96
H 1.80 2.16 0.52
H 2.98 0.37 -0.60
*
```

---

(6)
Density functional theory data (the ωB97M-V functional and the def2-TZVPD basis) for a gas-phase ion, C7H18N2O4P (charge +1) in a non-equilibrium geometry.

Output
LUMO level (eV): -2.87
SMILES string: CCC/C(N)=C(/O)[NH2+]P(=O)(OC)OC
HOMO (eV): -11.614
Relative energy (zero: lowest compared OMol25 entry of this formula, charge and spin) (kcal per mole): 20.37
Kohn-Sham gap (eV): 8.7

```
! RIJCOSX wB97M-V def2-TZVPD def2/J DEFGRID3
* xyz 1 1
C 2.84 -0.07 -1.89
C 2.22 -1.07 -0.91
C 2.52 -0.52 0.54
C 1.86 0.82 0.78
N 2.79 1.82 0.91
C 0.57 1.11 0.77
O -0.07 2.26 0.68
N -0.28 -0.06 0.81
P -2.13 0.12 0.48
O -2.74 1.16 1.26
O -1.80 0.22 -1.00
C -2.89 0.39 -2.01
O -2.70 -1.33 0.64
C -3.45 -1.75 1.77
H 2.23 0.85 -1.94
H 3.88 0.02 -1.73
H 3.00 -0.44 -2.85
H 1.17 -1.10 -1.10
H 2.57 -2.00 -0.93
H 3.57 -0.43 0.71
H 1.99 -1.18 1.31
H 2.53 2.74 0.54
H 3.72 1.61 0.55
H -0.78 2.29 1.31
H -0.03 -0.55 1.68
H -0.04 -0.52 -0.13
H -3.72 -0.35 -1.77
H -2.47 0.23 -2.92
H -3.23 1.38 -1.88
H -4.36 -2.24 1.46
H -3.74 -0.88 2.40
H -3.03 -2.56 2.48
*
```

---

(7)
Density functional theory data (the ωB97M-V functional and the def2-TZVPD basis) for a molecular structure, C7H18N2OS in a non-equilibrium geometry.

Output
LUMO level (eV): 0.74
HOMO (eV): -7.945
Relative energy (zero: lowest compared OMol25 entry of this formula, charge and spin) (kcal per mole): 22.47
Kohn-Sham gap (eV): 8.7

```
! RIJCOSX wB97M-V def2-TZVPD def2/J DEFGRID3
* xyz 0 1
C 0.04 0.37 2.01
C -0.83 1.82 -0.64
C -0.56 -0.38 -1.89
C 2.08 -1.81 -0.26
C 2.52 0.50 0.28
C 0.32 -0.48 0.80
C -0.89 0.32 -0.60
N -3.04 0.74 0.95
N 1.62 -0.62 0.40
O -2.53 -1.66 0.14
S -2.50 -0.23 -0.09
H -1.02 0.36 2.22
H 0.58 -0.04 2.87
H 0.35 1.40 1.87
H -1.27 2.22 0.27
H -1.40 2.19 -1.49
H 0.20 2.17 -0.74
H -1.18 -0.02 -2.70
H 0.49 -0.22 -2.17
H -0.73 -1.45 -1.78
H 1.30 -2.57 -0.26
H 2.39 -1.62 -1.29
H 2.95 -2.21 0.28
H 2.74 0.73 -0.77
H 2.10 1.38 0.75
H 3.47 0.26 0.78
H -0.18 -1.45 0.86
H -3.81 0.39 1.49
H -3.24 -0.09 -1.33
*
```

---

(8)
Density functional theory data (the ωB97M-V functional and the def2-TZVPD basis) for 2 unconnected molecules or ions with the total composition C7H18NO in a non-equilibrium geometry.

Output
LUMO level (eV): -3.14
HOMO (eV): -11.995
Relative energy (zero: lowest compared OMol25 entry of this formula, charge and spin) (kcal per mole): 31.39
Kohn-Sham gap (eV): 8.9

```
! RIJCOSX wB97M-V def2-TZVPD def2/J DEFGRID3
* xyz 1 1
C 1.36 -1.62 -0.07
C 0.89 -0.38 0.64
C -0.04 0.49 -0.29
C -1.44 0.04 -0.57
C -2.41 -0.09 0.36
C -2.34 -0.24 1.83
C -1.71 -0.32 -2.02
N 1.95 0.55 1.25
H 1.88 -2.40 0.53
H 2.06 -1.39 -0.85
H 0.60 -2.20 -0.60
H 0.32 -0.71 1.53
H 0.02 1.56 0.01
H 0.48 0.35 -1.26
H -3.39 -0.09 -0.07
H -2.84 0.53 2.51
H -1.41 -0.49 2.23
H -3.12 -0.94 2.18
H -1.36 0.38 -2.77
H -1.24 -1.27 -2.31
H -2.82 -0.22 -2.06
H 2.64 0.14 1.85
H 2.56 1.01 0.54
H 1.43 1.36 1.58
H 2.04 2.51 -1.39
H 3.20 1.51 -1.77
O 2.71 1.94 -1.01
*
```

---

(9)
Density functional theory data (the ωB97M-V functional and the def2-TZVPD basis) for 3 unconnected molecules or ions with the total composition C7H18NO2 in a non-equilibrium geometry.

Output
LUMO level (alpha / beta) (eV): -7.63 / -11.23
HOMO (alpha / beta) (eV): -17.940 / -17.835
Relative energy (zero: lowest compared OMol25 entry of this formula, charge and spin) (kcal per mole): 6.82
Kohn-Sham gap (alpha / beta) (eV): 10.3 / 6.6

```
! RIJCOSX wB97M-V def2-TZVPD def2/J DEFGRID3
* xyz 2 2
C -0.23 -0.91 -0.93
C -0.62 -1.17 0.55
C -0.47 0.08 1.40
C 0.51 0.18 2.32
C -2.76 1.03 1.49
C -1.40 1.18 1.22
C -0.92 2.40 0.53
N 1.23 -1.00 -1.11
H -0.60 0.05 -1.27
H -0.65 -1.76 -1.45
H -0.08 -2.04 0.93
H -1.67 -1.47 0.50
H 1.06 -0.67 2.72
H 0.72 1.12 2.83
H -3.31 0.16 1.82
H -3.33 1.95 1.39
H 0.09 2.31 0.14
H -1.15 3.25 1.20
H -1.55 2.66 -0.33
H 1.58 -1.93 -0.89
H 1.85 -0.37 -0.56
H 1.59 -0.93 -2.07
H 0.21 -0.30 -4.46
H -1.09 -0.02 -3.72
O -0.23 -0.44 -3.61
H 3.56 -1.84 0.84
H 4.17 -0.43 0.30
O 3.48 -1.10 0.23
*
```

---

(10)
Density functional theory data (the ωB97M-V functional and the def2-TZVPD basis) for 3 unconnected molecules or ions with the total composition C7H18NO3 in a non-equilibrium geometry.

Output
LUMO level (eV): -2.55
HOMO (eV): -13.542
Relative energy (zero: lowest compared OMol25 entry of this formula, charge and spin) (kcal per mole): 0.00
Kohn-Sham gap (eV): 11.0

```
! RIJCOSX wB97M-V def2-TZVPD def2/J DEFGRID3
* xyz 1 1
C -4.66 -0.20 -0.75
C 5.37 -0.13 -0.89
C 0.70 0.39 1.92
C -0.76 -0.76 -1.38
C -4.10 0.52 0.45
C 4.79 0.91 -0.06
C 0.68 -0.11 0.54
N -0.49 -0.25 -0.01
O 1.66 -0.49 -0.23
O -3.12 -0.07 1.23
O 3.79 0.75 0.62
H -3.98 -0.59 -1.52
H -5.27 -1.07 -0.53
H -5.32 0.49 -1.28
H 4.68 -1.06 -1.12
H 6.43 -0.41 -0.53
H 5.51 0.26 -1.99
H 0.71 1.46 1.91
H -0.14 0.08 2.61
H 1.50 0.12 2.51
H -0.04 -0.13 -1.89
H -0.49 -1.81 -1.33
H -1.85 -0.52 -1.50
H -5.03 0.68 1.12
H -3.76 1.50 0.20
H 5.40 1.83 -0.09
H -1.29 -0.25 0.62
H -3.46 -1.04 1.29
H 2.55 -0.11 0.07
*
```

---

(11)
Density functional theory data (the ωB97M-V functional and the def2-TZVPD basis) for a molecular structure, C7H19Ba2F3O6 in a non-equilibrium geometry.

Output
LUMO level (alpha / beta) (eV): -12.22 / -12.34
HOMO (alpha / beta) (eV): -17.206 / -17.206
Kohn-Sham gap (alpha / beta) (eV): 5.0 / 4.9

```
! RIJCOSX wB97M-V def2-TZVPD def2/J DEFGRID3
* xyz 3 2
Ba 1.69 -1.08 -2.10
Ba 4.70 -1.51 0.70
O 2.19 -0.40 0.32
H 2.10 0.44 0.81
C -1.70 -1.47 -2.81
O -1.12 -0.42 -2.01
O -0.67 -2.15 -3.45
C -2.87 -2.25 -1.99
F -4.04 -1.60 -1.82
F -3.24 -3.36 -2.67
F -2.50 -2.58 -0.76
C -2.02 0.41 -1.32
C -1.17 1.46 -0.64
H -0.63 2.09 -1.34
H -1.92 2.10 -0.18
H -0.62 0.96 0.16
H -2.49 -0.16 -0.52
H -2.72 0.93 -1.98
H -2.29 -0.93 -3.55
C 0.41 -3.26 1.14
O 1.18 -2.43 1.94
H -0.63 -3.21 1.47
H 0.51 -2.92 0.11
H 0.58 -4.34 1.15
H 1.39 -1.69 1.35
C 2.19 3.15 -0.27
O 2.15 1.91 -0.98
H 2.69 3.95 -0.82
H 1.17 3.53 -0.21
H 2.55 2.95 0.73
H 2.26 1.22 -0.32
C 0.67 2.04 3.10
O -0.21 1.48 4.14
H 0.24 3.04 3.17
H 1.73 1.85 3.24
H 0.30 1.64 2.16
H 0.14 0.59 4.05
*
```

---

(12)
Density functional theory data (the ωB97M-V functional and the def2-TZVPD basis) for a molecular structure, C7H19Br2N5O10 in a non-equilibrium geometry.

Output
LUMO level (eV): -1.20
HOMO (eV): -10.338
Relative energy (zero: lowest compared OMol25 entry of this formula, charge and spin) (kcal per mole): 19.08
Kohn-Sham gap (eV): 9.1

```
! RIJCOSX wB97M-V def2-TZVPD def2/J DEFGRID3
* xyz 0 1
Br 2.60 1.58 1.30
C 3.51 0.38 0.06
C 3.30 -1.03 0.66
Br 1.43 -1.41 0.95
H 4.54 0.68 -0.14
H 2.95 0.54 -0.87
H 3.88 -1.09 1.58
H 3.70 -1.84 0.04
C -3.41 1.57 -1.54
N -4.71 1.85 -0.84
O -5.74 1.79 -1.47
O -4.70 2.37 0.23
H -2.98 0.69 -1.07
H -2.70 2.39 -1.41
H -3.70 1.24 -2.54
C -0.08 0.44 -0.04
N -1.20 -0.16 0.66
O -2.28 0.10 0.15
O -1.08 -0.92 1.53
H -0.05 0.15 -1.09
H 0.88 0.31 0.45
H -0.25 1.52 -0.02
C 0.35 -2.43 -1.19
N -0.89 -3.17 -1.02
O -1.74 -2.58 -0.40
O -0.95 -4.37 -1.37
H 1.04 -2.95 -1.86
H 0.87 -2.35 -0.24
H 0.19 -1.40 -1.52
C -0.37 -1.55 3.05
N 0.32 -1.30 4.31
O 0.94 -2.21 4.93
O 0.31 -0.10 4.62
H -0.82 -2.50 3.35
H 0.37 -1.60 2.25
H -1.15 -0.83 2.84
C 0.89 2.51 -1.45
N 1.28 2.82 -2.81
O 0.78 2.20 -3.75
O 2.32 3.43 -2.89
H 0.11 1.75 -1.53
H 0.47 3.39 -0.96
H 1.76 2.08 -0.96
*
```